1.
Computed, not measured: a structure of composition C39H42BrCl2NO4PtS, with ωB97M-V/def2-TZVPD.

Last column: Löwdin charge in e.
Positions of all 91 atoms, in Å:
Pt  1.831  -1.252  -0.602  1.047
C  -0.368  5.436  1.200  -0.045
C  -0.315  5.171  -0.312  -0.554
C  -1.564  5.773  -0.970  -0.054
C  0.916  5.879  -0.880  -0.063
C  -0.269  3.667  -0.562  -0.184
C  0.770  3.046  -1.233  -0.083
C  0.760  1.672  -1.379  -0.537
Br  2.200  0.848  -2.331  0.861
C  -0.225  0.821  -0.854  -0.429
O  -0.155  -0.481  -0.938  -0.278
C  -1.317  1.470  -0.209  -0.087
C  -1.299  2.848  -0.085  0.010
C  -2.478  0.624  0.314  -0.522
C  -3.567  1.476  0.970  -0.073
C  -3.118  -0.121  -0.866  -0.033
C  -1.990  -0.389  1.362  -0.031
H  -0.387  6.511  1.401  0.082
H  0.504  5.004  1.693  0.068
H  -1.257  4.992  1.649  0.076
H  -1.608  6.851  -0.791  0.078
H  -2.476  5.327  -0.571  0.074
H  -1.551  5.602  -2.048  0.087
H  0.865  6.946  -0.651  0.084
H  0.971  5.770  -1.965  0.086
H  1.837  5.484  -0.450  0.068
H  1.608  3.601  -1.627  0.095
H  -2.122  3.325  0.429  0.089
H  -3.995  2.199  0.273  0.082
H  -3.191  2.017  1.841  0.083
H  -4.373  0.821  1.307  0.080
H  -3.501  0.592  -1.601  0.093
H  -3.955  -0.727  -0.514  0.066
H  -2.389  -0.766  -1.354  0.074
H  -1.561  0.129  2.222  0.090
H  -1.235  -1.052  0.946  0.060
H  -2.837  -0.986  1.714  0.067
Cl  -1.786  -3.852  -2.674  0.793
C  -3.217  -3.577  -1.753  -0.597
C  -4.355  -3.101  -2.382  -0.104
C  -5.499  -2.844  -1.643  -0.090
C  -5.506  -3.066  -0.276  -0.123
C  -4.368  -3.565  0.332  -0.584
Cl  -4.388  -3.838  2.051  0.700
C  -3.199  -3.839  -0.381  -0.325
N  -2.049  -4.332  0.236  0.074
C  -1.582  -5.629  -0.039  -0.219
C  -2.311  -6.517  -0.822  -0.037
C  -1.809  -7.779  -1.095  -0.084
C  -0.589  -8.177  -0.573  -0.093
C  0.130  -7.292  0.218  -0.034
C  -0.345  -6.018  0.485  -0.165
C  0.446  -5.038  1.299  -0.029
C  0.903  -3.822  0.517  -0.483
O  1.312  -4.130  -0.707  -0.096
O  0.936  -2.708  1.013  0.018
H  -4.321  -2.914  -3.445  0.107
H  -6.383  -2.457  -2.131  0.106
H  -6.380  -2.858  0.324  0.103
H  -1.933  -4.024  1.192  0.107
H  -3.268  -6.212  -1.226  0.112
H  -2.381  -8.456  -1.717  0.100
H  -0.193  -9.161  -0.786  0.096
H  1.094  -7.582  0.619  0.113
H  1.352  -5.511  1.689  0.137
H  -0.101  -4.664  2.168  0.130
S  2.331  -3.573  -2.986  0.609
C  1.836  -3.072  -1.531  -0.891
C  3.746  5.301  1.696  -0.077
C  3.909  3.876  1.247  -0.295
C  3.109  2.855  1.758  -0.036
C  3.285  1.521  1.434  -0.210
C  2.446  0.499  2.156  -0.051
C  4.331  1.142  0.534  -0.179
C  4.606  -0.192  0.140  -0.282
O  3.829  -1.234  0.217  -0.296
C  5.151  2.194  0.007  -0.238
C  6.248  1.885  -0.973  -0.076
C  4.922  3.506  0.363  -0.039
H  2.698  5.562  1.849  0.048
H  4.156  5.996  0.960  0.070
H  4.265  5.488  2.641  0.073
H  2.324  3.108  2.465  0.108
H  1.870  0.980  2.948  0.073
H  3.072  -0.284  2.588  0.086
H  1.741  -0.013  1.498  0.028
H  5.596  -0.393  -0.271  0.094
H  5.860  1.339  -1.837  0.075
H  7.029  1.259  -0.533  0.075
H  6.715  2.806  -1.324  0.066
H  5.557  4.277  -0.067  0.105

Results
multiplicity: 4
max |F|: 0.388 eV/A
LUMO (spin up / spin down): 0.08197 / 0.08180 Eh
charge: -1
energy above the lowest of the compared OMol25 structures with the same formula, charge and spin: 0.00 kJ/mol

2.
Computed, not measured: a structure of composition C39H42CrNO5P2S2, with ωB97M-V/def2-TZVPD.

Last column: Löwdin charge in e.
Positions of all 92 atoms, in Å:
Cr  0.092  0.458  0.601  0.505
O  0.001  0.298  2.577  -0.173
C  0.834  0.430  3.485  -0.131
C  2.147  0.940  3.303  -0.102
C  2.973  1.120  4.429  0.063
C  4.203  1.685  4.271  -0.145
C  4.664  2.095  3.005  0.026
C  3.885  1.917  1.903  0.031
C  2.597  1.307  2.000  -0.310
O  1.931  1.107  0.930  -0.151
N  5.056  1.886  5.443  -0.361
O  4.649  1.482  6.516  0.072
O  6.119  2.451  5.273  0.074
H  0.498  0.157  4.491  0.152
H  2.637  0.815  5.412  0.134
H  5.644  2.545  2.931  0.123
H  4.214  2.223  0.920  0.126
S  -2.367  -1.823  3.280  0.232
P  -2.552  -1.816  1.336  0.133
S  -2.230  -0.034  0.320  0.402
C  -1.516  -3.049  0.498  -0.393
C  -1.230  -2.935  -0.861  -0.104
C  -0.524  -3.935  -1.513  -0.066
C  -0.094  -5.049  -0.806  -0.074
C  -0.367  -5.162  0.551  -0.083
C  -1.078  -4.166  1.204  -0.101
C  -4.251  -2.207  0.821  -0.388
C  -5.279  -1.417  1.333  -0.115
C  -6.591  -1.654  0.964  -0.081
C  -6.889  -2.689  0.085  -0.087
C  -5.872  -3.482  -0.420  -0.080
C  -4.553  -3.242  -0.055  -0.072
H  -1.566  -2.066  -1.414  0.069
H  -0.306  -3.832  -2.568  0.092
H  0.464  -5.828  -1.312  0.106
H  -0.031  -6.032  1.102  0.104
H  -1.298  -4.241  2.261  0.074
H  -5.042  -0.622  2.029  0.095
H  -7.384  -1.035  1.363  0.103
H  -7.916  -2.877  -0.202  0.101
H  -6.100  -4.290  -1.103  0.103
H  -3.766  -3.867  -0.456  0.102
C  -2.632  -0.047  -3.458  -0.061
C  -1.204  0.467  -3.274  -0.386
C  -0.854  1.504  -4.345  -0.059
C  -0.187  -0.655  -3.268  -0.141
C  -0.092  -1.525  -4.349  -0.041
C  0.856  -2.533  -4.378  -0.102
C  1.755  -2.646  -3.328  -0.064
C  1.716  -1.796  -2.228  -0.143
C  2.803  -1.919  -1.181  -0.342
C  2.310  -2.257  0.230  -0.028
C  3.706  -0.681  -1.181  -0.048
C  0.705  -0.817  -2.191  -0.261
O  0.562  -0.042  -1.109  -0.255
H  -3.345  0.781  -3.437  0.080
H  -2.904  -0.739  -2.660  0.054
H  -2.748  -0.561  -4.414  0.076
H  -1.152  0.957  -2.302  0.078
H  -0.892  1.062  -5.343  0.078
H  0.153  1.900  -4.197  0.081
H  -1.561  2.338  -4.324  0.074
H  -0.780  -1.414  -5.181  0.111
H  0.903  -3.218  -5.215  0.101
H  2.521  -3.413  -3.359  0.114
H  3.419  -2.765  -1.502  0.127
H  1.829  -1.402  0.709  0.045
H  3.155  -2.533  0.864  0.089
H  1.601  -3.087  0.224  0.067
H  3.156  0.199  -0.856  0.056
H  4.101  -0.495  -2.182  0.085
H  4.552  -0.826  -0.503  0.082
C  -1.550  2.997  2.393  -0.217
P  -0.788  2.631  0.797  0.861
C  -1.966  3.259  -0.431  -0.220
C  0.607  3.793  0.648  -0.355
C  1.319  3.787  -0.552  -0.087
C  2.401  4.630  -0.729  -0.068
C  2.799  5.476  0.301  -0.078
C  2.114  5.469  1.504  -0.075
C  1.020  4.629  1.678  -0.081
H  -0.903  2.693  3.212  0.047
H  -2.475  2.423  2.465  0.057
H  -1.772  4.062  2.468  0.062
H  -1.984  4.346  -0.380  0.064
H  -2.956  2.854  -0.220  0.045
H  -1.678  2.941  -1.433  0.040
H  1.040  3.101  -1.346  0.113
H  2.944  4.620  -1.665  0.109
H  3.647  6.134  0.164  0.106
H  2.428  6.116  2.313  0.107
H  0.498  4.635  2.627  0.098

Results
multiplicity: 4
max |F|: 0.825 eV/A
LUMO (spin up / spin down): -0.03112 / -0.04120 Eh
charge: 0
energy above the lowest of the compared OMol25 structures with the same formula, charge and spin: 25.50 kJ/mol